Below is C11H11N3O6S in the gas phase, with properties calculated with the ωB97M-V functional and the def2-TZVPD basis.

Geometry (Å):
C1 -1.99 -2.64 2.96
H1 1.02 -0.69 -3.21
O1 -2.38 -3.75 3.20
C2 -0.83 -0.72 0.01
O2 -1.09 0.57 -2.83
N1 1.21 -0.28 -2.31
C3 2.84 1.41 -3.07
H2 3.96 0.75 -0.64
H3 -1.72 -2.97 0.98
N2 -1.63 -2.26 1.70
O3 2.19 1.31 -4.23
H4 -0.91 -1.46 -0.77
C4 -0.62 1.26 1.96
O4 0.61 2.21 -2.09
C5 -0.38 0.55 -0.31
N3 -1.42 -0.34 3.60
C6 -1.88 -1.56 4.03
C7 -1.07 -0.01 2.30
H5 3.24 -0.62 -2.54
H6 -0.55 2.02 2.73
H7 2.67 -0.35 -0.10
C8 -1.18 -1.01 1.32
H8 2.31 2.12 -4.75
S1 0.04 0.90 -2.01
H9 0.06 2.52 0.36
C9 2.58 0.19 -2.18
O5 3.59 2.30 -2.80
C10 2.91 0.51 -0.73
H10 2.33 1.37 -0.41
C11 -0.28 1.54 0.65
O6 -2.16 -1.75 5.19
H11 -1.35 0.38 4.31

Computed properties:
SMILES string   C[C@@H](NS(=O)(=O)c1ccc2[nH]c(=O)c(=O)[nH]c2c1)C(=O)O
HOMO   -9.10 eV

---

Below is C4H12N2O in the gas phase, with properties calculated with the ωB97M-V functional and the def2-TZVPD basis.

Geometry (Å):
H1 -2.02 -1.64 -0.19
C1 -0.39 -0.29 0.32
H2 0.05 1.61 -0.26
H3 2.81 -1.17 -0.74
C2 0.70 -0.80 -0.62
H4 -1.69 -0.29 -1.34
H5 -3.40 0.61 -0.46
H6 -0.24 -0.78 1.29
H7 -3.38 -0.24 0.95
H8 0.51 -0.34 -1.58
O1 2.51 0.75 -0.20
H9 0.44 -1.86 -0.72
H10 2.22 1.15 0.63
C3 -1.74 -0.58 -0.30
H11 2.24 -1.00 0.89
C4 2.10 -0.62 -0.13
N1 -0.16 1.14 0.62
N2 -2.81 0.27 0.28
H12 -1.06 1.55 0.86

Computed properties:
Energy above the lowest of the compared OMol25 structures with the same formula, charge and spin   114.21 kJ/mol
SMILES string   NC[C@H](N)CCO
HOMO   -9.30 eV

---

Below is a molecular structure, C25H19CoN7O2S2, with properties calculated with the ωB97M-V functional and the def2-TZVPD basis.

Geometry (Å):
H1 -1.57 0.56 3.48
H2 2.69 -2.90 0.81
C1 3.22 1.44 -1.51
N1 -0.85 3.60 -2.47
C2 1.82 -4.81 0.36
C3 -0.04 -3.53 3.26
H3 4.01 0.95 -2.05
C4 -0.01 2.62 -2.80
C5 2.30 0.69 -0.78
C6 -2.24 -3.86 1.60
C7 -1.90 -4.86 2.50
H4 -2.34 4.19 -1.15
C8 -0.20 1.34 -2.30
C9 -1.48 -2.69 1.53
H5 1.78 4.41 -0.86
N2 -1.27 1.13 1.44
N3 -2.76 2.80 1.44
H6 -0.84 -5.28 -1.69
H7 0.58 2.79 -3.69
H8 -0.62 -2.83 -1.90
C10 -0.79 -4.70 3.33
C11 -1.49 2.26 -0.65
C12 -1.90 2.11 0.74
Co1 -0.16 -0.09 0.45
H9 -3.27 2.52 3.40
H10 -3.10 -3.98 0.94
H11 2.94 -1.32 -1.46
C13 0.05 -3.39 -1.27
H12 -0.52 -5.48 4.02
H13 0.82 -3.41 3.90
H14 -2.50 -5.76 2.55
O1 1.57 -7.68 0.05
N4 1.10 -1.30 -0.53
H15 3.65 3.45 -2.15
C14 -0.07 -4.76 -1.14
H16 0.20 0.45 -2.77
C15 3.02 2.81 -1.55
C16 1.37 2.57 0.14
C17 1.04 -2.74 -0.54
H17 0.79 3.00 0.94
C18 1.94 -3.44 0.24
C19 -1.80 1.20 2.64
H18 2.50 -5.38 0.97
C20 -1.62 3.42 -1.41
C21 0.64 -6.94 -0.07
N5 1.48 1.24 0.14
N6 -0.86 1.18 -1.15
C22 1.91 3.34 -0.88
H19 -1.25 -6.65 0.06
N7 -2.68 2.20 2.64
C23 -0.39 -2.52 2.37
C24 0.79 -5.47 -0.30
S1 -1.88 -1.45 0.35
C25 2.17 -0.75 -0.95
O2 -0.63 -7.39 0.03
S2 0.56 -1.03 2.31

Computed properties:
Total charge   +1
HOMO   -10.02 eV

---

Below is C12H11NO in the gas phase, with properties calculated with the ωB97M-V functional and the def2-TZVPD basis.

Geometry (Å):
H1 1.19 2.01 -4.51
O1 -0.43 0.88 1.05
C1 1.03 -1.04 1.26
C2 -0.34 0.88 -0.34
H2 1.26 -3.60 3.37
H3 2.46 -2.50 1.48
H4 -0.70 2.34 -4.69
C3 -0.24 -1.90 3.45
C4 -0.93 -0.11 -1.11
H5 -0.96 -0.86 -3.10
H6 -1.51 -0.06 3.44
C5 -0.25 1.16 -3.02
C6 0.08 2.06 -0.86
C7 -0.67 -0.72 2.86
N1 0.03 2.18 -2.14
C8 0.10 1.55 -4.51
H7 -0.10 0.73 -5.32
H8 -1.32 -0.95 -0.58
C9 -0.02 -0.28 1.69
C10 0.85 -2.62 3.10
H9 0.31 2.96 -0.20
H10 1.72 -0.79 0.44
C11 -0.75 0.01 -2.49
H11 -0.86 -2.28 4.32
C12 1.43 -2.20 1.96

Computed properties:
Energy above the lowest of the compared OMol25 structures with the same formula, charge and spin   229.97 kJ/mol
SMILES string   Cc1ccc(Oc2ccccc2)cn1
HOMO   -8.74 eV

---

Number 1: LUMO energy -0.1 eV. Number 2: LUMO energy 1.0 eV. Number 3: LUMO energy -4.4 eV. Number 4: LUMO energy 0.8 eV.